(1)
Entry from the Open Molecules 2025 dataset: a 8-piece molecular cluster, C28H69ClFN4O14S2 overall in a non-equilibrium geometry (ωB97M-V/def2-TZVPD).

Geometry as XYZ:
```
119
Properties=species:S:1:pos:R:3:forces:R:3:mulliken_charge:R:1
C 3.400126 -4.694927 -3.151924 -1.09 -0.43 -0.33 -1.490
C 3.151780 -3.252065 -2.775398 0.46 -0.50 0.55 0.638
C 3.083101 -2.265852 -3.907889 0.32 -0.11 -0.90 -0.710
O 3.263097 -0.998864 -3.356343 -0.05 -0.37 0.21 0.159
C 3.168724 0.155439 -4.162804 -0.32 0.99 0.01 -0.143
N 1.916257 -3.151761 -1.884616 0.74 1.47 0.12 0.032
H 2.193741 -3.337326 -0.921088 -0.38 -0.81 -0.03 0.449
H 1.677347 -2.149387 -1.789973 -0.38 0.33 -0.31 -0.205
H 1.106764 -3.666168 -2.216871 0.09 -0.27 0.20 0.382
H 3.500526 -5.324076 -2.267570 0.43 0.05 -0.03 0.415
H 4.229436 -4.809613 -3.843588 0.28 0.07 0.30 0.396
H 2.538876 -5.122860 -3.684139 0.01 0.21 -0.06 0.377
H 3.933394 -2.935606 -2.082899 0.15 0.22 -0.26 -0.071
H 2.163248 -2.408063 -4.500910 -0.20 0.29 0.29 0.104
H 3.866734 -2.521462 -4.634866 0.17 0.04 0.20 0.454
H 3.930055 0.335977 -4.928181 0.24 -0.79 0.09 0.405
H 3.249705 0.972931 -3.449880 -0.09 0.05 -0.07 0.009
H 2.189980 0.251273 -4.634727 -0.02 -0.16 0.04 -0.278
C -0.230901 -0.657831 -5.604968 0.07 0.05 -0.35 -1.460
C -1.395371 -0.284072 -4.745126 -1.01 0.79 0.93 1.248
C -2.422204 0.611650 -5.420728 1.15 0.07 -1.52 -0.981
O -3.513439 0.723949 -4.582136 -0.30 -0.35 0.30 -0.220
C -4.665763 1.336178 -5.155803 -0.31 0.72 -0.25 -0.874
N -2.176373 -1.496754 -4.307192 0.09 -1.52 -0.81 -0.153
H -3.142798 -1.236071 -4.066232 0.16 0.33 0.33 0.363
H -2.248731 -2.179613 -5.073150 -0.15 0.39 -0.24 0.403
H -1.712347 -2.055288 -3.592561 -0.12 0.57 0.50 0.250
H 0.406187 -1.422426 -5.165500 0.03 0.08 0.15 0.145
H 0.365492 0.233637 -5.789207 0.06 -0.04 0.02 0.427
H -0.565067 -1.020100 -6.581027 -0.04 -0.03 0.03 0.469
H -1.179645 0.227742 -3.802761 0.62 -0.25 -0.03 -0.505
H -2.629011 0.197570 -6.426251 -0.58 -0.12 0.27 0.515
H -1.909687 1.552854 -5.670722 -0.24 0.16 0.42 0.435
H -4.501856 2.400083 -5.351848 0.24 -0.08 0.03 0.336
H -5.473699 1.277960 -4.432830 0.03 -0.24 0.03 0.257
H -4.958326 0.871151 -6.099838 0.05 -0.21 0.11 0.379
C 5.971832 -0.247569 -1.393632 -0.78 1.01 -0.17 -1.221
C 6.372492 0.570250 -0.169005 0.73 -0.88 -0.37 0.266
C 6.201275 2.056584 -0.401249 0.00 0.31 0.98 -0.800
O 4.810628 2.254786 -0.497447 -0.02 -0.06 -0.12 -0.304
C 4.383675 3.418603 -1.198211 0.19 0.40 -0.10 -0.714
N 5.462793 0.176463 0.972945 -0.28 -0.12 0.30 -0.243
H 4.560164 0.662181 0.846062 -0.06 -0.24 -0.21 0.256
H 5.351679 -0.836193 0.956580 -0.36 0.05 -0.08 0.335
H 5.797312 0.387857 1.916275 0.28 0.37 -0.21 0.410
H 6.648422 -0.022871 -2.215745 0.22 -0.20 0.11 0.423
H 5.002660 0.160935 -1.696901 -0.08 -0.39 -0.11 0.081
H 5.876697 -1.323775 -1.259245 0.26 -0.01 0.20 0.369
H 7.376618 0.286300 0.146256 0.07 0.34 0.06 0.420
H 6.787847 2.404794 -1.253362 -0.18 -0.16 -0.20 0.448
H 6.569812 2.591995 0.486237 0.13 0.11 -0.17 0.435
H 4.538507 3.300088 -2.273898 -0.18 -0.12 0.01 0.324
H 4.928098 4.320850 -0.903483 0.08 -0.17 0.24 0.397
H 3.336968 3.566098 -0.953623 -0.07 -0.11 -0.17 0.065
C -3.217500 -2.262377 2.904556 -0.10 -0.17 -0.75 -1.272
C -3.703509 -2.951396 1.649475 0.60 -1.55 0.78 0.183
C -4.586305 -2.168680 0.714267 0.28 0.02 -0.28 -0.877
O -3.785447 -1.177650 0.080559 -0.07 -0.23 0.00 -0.013
C -4.606147 -0.157586 -0.477665 -0.82 0.70 0.19 -0.816
N -2.474567 -3.377677 0.836699 -0.35 0.58 -1.56 -0.262
H -2.699937 -4.163509 0.225473 0.04 -0.29 0.35 0.419
H -2.340779 -2.596777 0.169800 0.43 0.18 0.46 0.289
H -1.622327 -3.571864 1.358526 -0.16 0.07 0.30 0.302
H -4.086903 -2.156903 3.547647 0.15 0.57 0.11 0.424
H -2.780549 -1.325382 2.567231 -0.11 0.29 0.69 0.129
H -2.485302 -2.862995 3.445654 0.04 -0.04 -0.06 0.500
H -4.148109 -3.915856 1.903206 -0.39 0.20 0.04 0.431
H -5.403241 -1.752251 1.308543 -0.03 0.11 -0.14 0.463
H -4.974293 -2.816319 -0.083680 -0.34 -0.05 0.25 0.437
H -5.508100 -0.545525 -0.965236 0.25 -0.34 -0.12 0.478
H -4.069226 0.466348 -1.187899 0.40 -0.23 0.07 -0.036
H -4.980399 0.489759 0.320130 0.13 0.08 0.04 0.313
Cl 1.040206 0.384023 -0.898256 -0.33 0.34 -0.30 1.396
O 0.467807 1.100556 0.197565 0.11 -0.50 -0.18 -0.500
O 0.108034 -0.638402 -1.409378 0.03 -0.63 0.30 -0.614
O 1.308109 1.257934 -2.003224 0.37 0.06 0.28 -0.648
O 2.249779 -0.312051 -0.458384 -0.07 -0.13 -0.14 -0.460
O 0.592239 -3.818867 4.614244 -0.05 -0.38 -0.31 -0.667
S 0.785399 -2.476442 5.044087 0.65 -0.34 0.53 1.261
O -0.343148 -1.643516 5.270748 -0.42 0.69 -0.38 -0.517
O 1.641377 -2.547274 6.363657 0.00 0.09 -0.48 -0.358
C 1.849989 -1.310126 7.091696 0.32 0.78 0.56 -0.236
C 0.877070 -1.168957 8.242386 -0.16 0.06 -0.10 -1.128
C 1.971995 -1.737818 3.932708 -0.21 -0.25 0.55 -0.991
H 1.776399 -0.415855 6.463492 -0.24 -0.34 -0.37 0.200
H 2.894329 -1.303195 7.402388 -0.06 -0.51 0.17 0.448
H 0.594079 -2.139604 8.643405 0.11 -0.03 0.05 0.294
H -0.021481 -0.663692 7.892072 -0.10 -0.11 0.09 0.246
H 1.312852 -0.571895 9.041836 0.04 -0.01 -0.01 0.384
H 1.599713 -1.821269 2.916118 -0.08 0.25 -0.01 0.291
H 2.861373 -2.349932 4.069682 0.07 0.08 -0.12 0.427
H 2.140388 -0.719305 4.270589 0.04 0.11 -0.31 0.353
O -4.056067 0.524144 3.517101 -0.65 -0.32 -0.32 -0.689
S -3.792335 1.743871 2.815468 1.83 0.54 0.76 1.284
O -4.763106 2.453427 2.065259 -0.51 -0.24 -0.36 -0.619
O -3.203555 2.775673 3.859119 -0.60 0.19 0.05 -0.267
C -2.751721 2.310950 5.134690 1.05 -1.06 0.99 0.098
C -2.183270 3.475469 5.899012 -0.60 1.20 -0.36 -1.371
C -2.319619 1.530885 1.841013 -0.08 -0.32 0.14 -1.091
H -1.979302 1.534900 5.017447 0.05 0.24 -0.41 0.120
H -3.508063 1.773397 5.708681 -0.49 0.43 -0.30 0.310
H -1.541734 4.097441 5.269659 0.35 -0.40 0.01 0.325
H -1.668606 3.189081 6.811108 0.04 -0.20 -0.05 0.381
H -2.974840 4.184868 6.160479 -0.10 -0.27 0.21 0.328
H -1.599981 0.909083 2.374282 -0.22 -0.08 0.18 0.375
H -1.860839 2.505747 1.719827 -0.20 0.07 -0.40 0.636
H -2.585225 1.046782 0.905589 0.09 0.20 -0.15 0.052
F -3.426217 5.600690 1.405334 0.00 -0.17 0.16 -0.382
C -2.892617 4.771358 0.501910 0.11 0.85 -0.50 0.537
C -1.510545 4.699059 0.402395 0.19 -0.99 0.90 -0.635
C -0.933644 3.786893 -0.476306 -0.50 1.18 -0.31 -0.385
C -1.752527 3.153386 -1.399989 0.36 -0.69 -0.44 -0.573
C -3.124793 3.316956 -1.367405 -0.52 0.36 0.83 -0.123
C -3.717028 4.129779 -0.393457 0.09 -0.73 -0.39 -0.651
H -0.898727 5.157107 1.170533 -0.09 0.36 -0.17 0.387
H 0.143692 3.720766 -0.499332 0.00 -0.30 -0.09 0.431
H -1.305368 2.495517 -2.139776 0.00 0.03 0.03 0.407
H -3.819550 2.800833 -2.019399 0.34 -0.06 -0.31 0.509
H -4.795109 4.168681 -0.334967 0.03 0.30 0.19 0.426
```
Positions in Å, forces in eV/Å.

* orbital gap: 6.2 eV
* HOMO energy: -14.18 eV
* charge: +3
* LUMO level: -8.0 eV
* 2S+1: 1



(2)
Entry from the Open Molecules 2025 dataset: a 2-piece molecular cluster, CH7N2O overall in a non-equilibrium geometry (ωB97M-V/def2-TZVPD).

Geometry as XYZ:
```
11
Properties=species:S:1:pos:R:3:forces:R:3:mulliken_spin:R:1
O -0.951021 2.194265 0.026638 0.52 -0.99 -0.09 0.005
H -0.314836 0.571030 -0.096832 -0.69 0.56 0.46 -0.007
H -1.651649 2.481325 0.627319 -0.02 0.25 -0.22 0.000
H -0.899733 2.794153 -0.726850 -0.22 0.25 0.10 0.000
N -0.165483 -0.355420 0.436988 1.53 -0.34 -1.23 0.106
C 1.025750 -1.079147 -0.175181 -2.72 1.34 1.38 -0.072
N 0.743815 -2.189746 -0.613399 2.24 -0.68 -1.13 0.901
H -1.015068 -0.933036 0.398923 -0.12 0.19 0.33 -0.002
H 0.115770 -0.072546 1.381111 -0.36 -0.01 0.46 -0.001
H 1.920979 -0.442062 -0.086562 0.58 -0.73 -0.49 0.048
H 1.191474 -2.968815 -1.172154 -0.74 0.16 0.42 0.022
```
Positions in Å, forces in eV/Å.

* orbital gap (alpha / beta): 9.2 / 5.2 eV
* HOMO energy (alpha / beta): -20.60 / -20.59 eV
* charge: +2
* LUMO level (alpha / beta): -11.4 / -15.4 eV
* 2S+1: 2



(3)
Entry from the Open Molecules 2025 dataset: C27H59ClP2Si3Tc as an isolated structure in a non-equilibrium geometry (ωB97M-V/def2-TZVPD).

Geometry as XYZ:
```
93
Properties=species:S:1:pos:R:3:forces:R:3:mulliken_spin:R:1
Tc 0.545864 -0.968203 0.935157 -1.81 1.30 -0.87 1.731
C 2.357644 0.066413 -0.958380 -0.76 0.01 -0.81 -0.046
C 1.561920 -1.148265 -0.833582 -0.09 0.22 -1.32 0.212
C 0.201132 -0.723589 -1.295234 0.75 0.41 -2.62 -0.039
Si 2.125035 -2.937273 -0.868399 -0.19 0.66 0.03 -0.033
C 0.304205 0.592532 -1.821383 0.43 -1.94 0.56 -0.073
C 1.607370 1.100948 -1.567601 0.78 0.24 0.44 0.027
Si 2.078343 2.937462 -1.771845 -0.45 -0.34 0.85 0.004
H 3.394966 0.137348 -0.645028 -0.21 -0.02 -0.04 -0.031
H -0.611660 -1.383975 -1.618088 0.37 0.28 0.37 0.090
H -0.414396 1.038808 -2.498699 -0.22 0.19 0.45 -0.020
Cl -1.378817 0.053640 1.272723 -1.70 0.52 1.28 0.190
C 3.924333 3.107833 -1.594276 0.41 0.14 -0.26 0.000
C 1.427329 3.631188 -3.375685 0.07 -0.01 -0.47 0.000
C 3.985881 -2.967811 -0.818182 0.18 -0.32 -0.23 0.004
C 1.503998 -3.576449 -2.517226 0.12 -0.38 -0.08 0.009
H 2.000179 3.210735 -4.213085 -0.14 0.07 0.07 0.000
H 1.527828 4.725013 -3.427147 0.00 -0.25 0.10 0.000
H 0.371662 3.384891 -3.543829 0.15 0.04 0.08 0.000
H 4.357938 2.231534 -1.104261 -0.02 0.09 0.00 -0.001
H 4.193033 3.992243 -1.003903 -0.06 -0.15 -0.12 0.000
H 4.399332 3.205622 -2.576675 0.05 -0.05 0.11 0.000
H 2.195280 -3.175872 -3.276560 -0.26 -0.13 0.14 0.003
H 0.493029 -3.231915 -2.774375 0.28 -0.14 0.14 -0.002
H 1.540120 -4.674438 -2.559924 -0.05 0.19 -0.16 0.001
H 4.303141 -3.292063 -1.818801 0.21 0.09 0.24 0.001
H 4.350455 -3.695575 -0.083234 0.08 0.20 -0.17 0.000
H 4.416978 -1.980555 -0.617647 -0.06 -0.26 0.00 -0.001
C 1.324117 3.966054 -0.339786 0.00 0.32 -0.25 0.003
C 1.428032 -3.980925 0.588526 -0.22 -0.27 0.13 0.148
P -0.223432 3.244541 0.316996 -0.49 -0.78 0.45 0.006
H 1.179391 5.015873 -0.644234 0.25 -0.22 -0.03 0.000
H 2.075818 3.973540 0.469612 -0.32 -0.13 -0.18 -0.001
P -0.076901 -3.106322 1.151495 -0.32 -0.90 0.24 -0.161
H 2.143468 -4.069153 1.424723 -0.20 0.24 -0.39 0.008
H 1.167363 -4.997520 0.266020 0.24 0.13 0.10 -0.010
C -0.797916 -3.824924 2.722403 0.33 0.08 -0.39 -0.044
C -1.365980 -3.645710 -0.100102 0.31 0.18 -0.07 0.008
C -1.558869 3.732246 -0.907685 0.48 0.03 -0.01 -0.001
C -0.733474 4.301296 1.779042 0.20 -0.05 -0.16 0.000
C -0.655414 3.496892 3.086344 -0.19 0.07 0.12 0.001
H -1.792644 4.542481 1.592385 0.34 0.05 0.16 0.001
C 0.054793 5.596664 1.905606 -0.18 0.31 0.26 0.000
H 1.126762 5.420141 2.057252 -0.20 0.01 -0.02 0.000
H -0.325980 6.143529 2.774828 0.17 0.07 0.01 0.000
H -0.071914 6.253825 1.042447 0.12 -0.11 -0.01 0.000
H -1.347948 2.643353 3.082260 0.28 0.13 -0.09 0.001
H -0.949844 4.155320 3.919215 0.14 -0.21 -0.09 0.000
H 0.359853 3.115566 3.292790 -0.33 0.15 -0.14 0.000
H -1.310921 3.139622 -1.806150 -0.16 0.31 0.12 -0.001
C -1.562391 5.222799 -1.243802 -0.35 0.11 -0.22 0.001
C -2.958689 3.308376 -0.401769 0.28 0.07 0.06 -0.054
H -0.637310 5.583068 -1.712069 -0.16 -0.12 0.19 0.000
H -1.772983 5.819421 -0.340621 0.11 -0.15 -0.33 0.000
H -2.386962 5.403977 -1.948825 0.21 0.17 0.07 0.000
H -3.245863 2.324519 -0.782133 -0.01 0.28 0.15 0.022
H -3.690299 4.058480 -0.731834 0.03 -0.31 0.05 0.001
H -2.998029 3.274003 0.694282 -0.10 -0.08 -0.23 0.004
H -1.060675 -3.125461 -1.023305 -0.06 -0.37 0.30 0.004
C -2.794280 -3.173425 0.260829 0.00 -0.14 0.04 0.029
C -1.378459 -5.158702 -0.364942 -0.25 0.07 -0.09 -0.001
H -0.419999 -5.557210 -0.720422 -0.30 0.07 0.14 -0.001
H -2.126046 -5.335122 -1.154177 0.22 -0.13 0.23 0.001
H -1.707469 -5.698315 0.540026 0.17 0.09 -0.42 -0.001
H -3.159471 -2.484580 -0.504619 -0.02 -0.09 0.25 0.006
H -2.864321 -2.679006 1.240792 -0.02 0.00 -0.40 -0.006
H -3.461490 -4.050569 0.270856 0.12 0.36 0.08 0.002
C -0.675436 -2.897629 3.931572 -0.21 0.19 0.18 0.021
C -0.196771 -5.201728 3.005461 -0.39 -0.26 0.08 0.000
H -1.867586 -3.926872 2.475875 0.35 -0.15 0.20 -0.001
H 0.883765 -5.158727 3.185250 -0.21 0.02 0.00 0.000
H -0.395307 -5.914228 2.193075 0.21 0.20 0.20 -0.002
H -0.691164 -5.597005 3.900875 0.24 -0.07 -0.05 0.000
H 0.348272 -2.533503 4.108364 -0.30 -0.21 -0.15 -0.004
H -1.004215 -3.455474 4.820107 0.13 0.15 -0.10 0.000
H -1.336259 -2.019745 3.842892 0.34 -0.23 -0.10 0.002
C -3.363365 0.006664 -1.685989 1.39 -1.67 0.75 0.844
H -3.165833 -0.706307 -2.480373 -0.59 0.25 -0.58 0.034
H -3.631485 -0.532568 -0.776642 -0.84 0.49 -0.09 0.039
H -2.454019 0.532844 -1.451449 0.01 0.90 -0.19 0.095
C 1.479529 -0.051009 4.057442 0.27 -0.03 0.21 0.076
Si 2.211222 -0.435138 2.349878 0.81 0.00 1.63 -0.125
C 2.860352 1.277793 1.840038 0.05 0.24 -0.40 0.010
C 3.522128 -1.764258 2.619074 0.58 0.28 0.03 0.027
H 1.938536 0.899779 4.380466 -0.25 -0.33 0.12 0.009
H 1.749213 -0.844852 4.771145 -0.21 0.30 -0.05 0.003
H 0.390125 0.066748 4.015330 0.24 0.02 0.12 -0.016
H 3.895891 1.384063 2.181810 -0.05 0.21 0.07 -0.002
H 2.223099 2.057966 2.287638 0.28 -0.30 0.09 0.001
H 2.823239 1.461251 0.760354 0.19 0.00 0.56 0.000
H 4.331619 -1.272557 3.185931 0.01 -0.44 -0.08 0.000
H 3.114781 -2.593481 3.222635 0.11 0.33 -0.18 -0.001
H 3.938724 -2.178792 1.686355 -0.10 0.20 0.40 -0.004
```
Positions in Å, forces in eV/Å.

* orbital gap (alpha / beta): 6.3 / 6.9 eV
* HOMO energy (alpha / beta): -6.41 / -7.27 eV
* LUMO level (alpha / beta): -0.1 / -0.3 eV
* 2S+1: 4



(4)
Entry from the Open Molecules 2025 dataset: an isolated molecule of C4H6N2O (ωB97M-V/def2-TZVPD).

Geometry as XYZ:
```
13
Properties=species:S:1:pos:R:3:forces:R:3:mulliken_charge:R:1
N -1.526878 -1.043591 0.043200 0.17 -0.18 -0.19 -0.466
C -0.911121 0.082812 -0.469056 -0.26 0.12 -0.35 0.230
C 0.170298 0.632338 0.414999 0.02 0.02 0.03 0.782
O -0.260556 1.669938 1.099714 0.29 0.10 -0.01 -0.395
C 1.458376 0.143756 0.467540 -0.05 -0.13 -0.12 -0.168
C 1.724040 -1.004703 -0.291029 0.17 0.30 0.18 -0.972
N -1.195123 0.791731 -1.479896 -0.06 -0.04 0.26 -0.618
H -2.119133 -1.520027 -0.622847 -0.12 0.12 -0.05 0.254
H -0.834171 -1.691032 0.390685 0.11 -0.12 0.19 0.322
H 0.477026 2.040439 1.609855 -0.08 0.02 0.04 0.350
H 2.163502 0.717235 1.085029 -0.01 -0.08 -0.05 0.224
H 2.811530 -1.218687 -0.227925 -0.28 -0.04 0.03 0.215
H -1.974173 0.416806 -2.021116 0.10 -0.09 0.05 0.242
```
Positions in Å, forces in eV/Å.

* orbital gap: 7.9 eV
* HOMO energy: -8.28 eV
* LUMO level: -0.4 eV
* 2S+1: 1